#A
2 unconnected molecules or ions with the total composition C2H6IN2O, computed with ωB97M-V/def2-TZVPD.

Cartesian coordinates (Å):
C (-0.10349, 1.42361, 0.95622)
C (0.49664, -0.69776, -0.12915)
N (0.11871, -2.23293, -2.16429)
N (-0.18129, 0.57210, -0.28454)
O (-0.14412, -3.14764, -1.57859)
I (-0.31810, -2.17082, 1.01609)
H (0.42235, 2.28059, 0.76761)
H (-1.10328, 1.82450, 1.21386)
H (0.37627, 0.99811, 1.85204)
H (1.50300, -0.55769, -0.25837)
H (0.08793, 1.21755, -0.99828)
H (-1.15461, 0.49037, -0.39259)

As for the lowest unoccupied orbital energy (spin up / spin down): -4.04 / -4.82 eV. The net charge is +1. The frontier orbital gap (spin up / spin down) comes out at 8.734 / 7.725 eV.

---

#B
A gas-phase ion, C2H6IN2O (charge +1), computed with ωB97M-V/def2-TZVPD.

Cartesian coordinates (Å):
N (-0.87734, -0.81268, -0.24318)
C (-0.31079, 0.40526, 0.07171)
N (1.42659, 0.10060, 0.17168)
O (1.51935, -1.22625, 0.27909)
C (2.47795, 0.83931, 0.14256)
I (4.40437, 0.03665, -0.03419)
H (-0.95187, -1.00699, -1.27319)
H (-1.63883, -1.04629, 0.41730)
H (-0.21489, 1.20808, -0.68294)
H (-0.47758, 0.77622, 1.11091)
H (0.48006, -1.48473, 0.13804)
H (2.33515, 1.91389, 0.21813)

As for the lowest unoccupied orbital energy: -4.01 eV. The net charge is +1. The frontier orbital gap comes out at 9.734 eV. Its SMILES is NC/[N+](O)=C/I.

---

Relative energies, unit hartree: #A 0.0862; #B 0.0000